Formula: C29H40Ge2NS3SbSe4Y
Source: the Open Molecules 2025 dataset
Level of theory: ωB97M-V/def2-TZVPD

Structure (XYZ):
```
81
C29H40Ge2NS3SbSe4Y (ωB97M-V/def2-TZVPD)
C 1.13842 0.93642 2.88702
H 1.75889 1.45637 3.61938
C 5.82328 0.50077 -0.56771
H 3.47859 2.90273 2.02091
H -4.63318 -1.33003 2.10847
H -0.11208 3.58216 -4.48873
H -1.78729 6.78023 0.25101
H 3.13939 -1.85364 -2.34850
C 3.55719 -0.13602 -1.13127
H 1.90280 -0.59666 -2.45042
H 6.88964 0.31773 -0.62706
Se -1.99623 -0.80033 -0.89122
H 1.96668 0.93961 -4.43784
H 0.69378 -3.95149 2.80914
C -0.05442 6.04649 -0.78686
C 0.02035 3.66006 -1.21138
H 0.10803 -0.37237 -5.16691
Y -0.13039 -0.02777 0.51717
H 6.02431 2.27487 0.61579
N 1.68786 1.24508 -0.34091
H -1.71067 2.57548 -0.50923
C -4.00683 -1.84402 2.82605
C 3.45638 3.32583 -2.58026
H -2.70242 2.94275 -3.26088
H 5.29357 -1.21771 -1.73856
C 0.59049 4.93014 -1.30370
H -1.61785 -0.65278 -4.89998
H 2.05982 -3.45675 1.81209
C -1.22840 3.54808 -0.59657
H -2.83404 4.53607 0.41684
C -1.87398 4.65842 -0.06887
C 3.05421 0.98427 -0.43148
H -3.26890 -3.26684 1.45796
H 1.17003 1.56255 1.98784
C -1.28737 5.91192 -0.16162
Ge 0.88698 2.00892 -1.86096
C 3.48201 3.07031 0.93875
H 4.13355 3.92696 0.74538
Se -5.73452 -2.55958 -1.48250
H 5.81282 2.72224 -4.94064
H -0.44640 -1.27902 -3.73084
C -0.66641 -0.44426 -4.40100
C 4.64974 3.43564 -3.28143
C 3.96946 1.85347 0.19647
C 2.60117 -1.09884 -1.77316
C 1.11507 -3.11328 2.24573
H -3.96760 -1.43084 3.82772
C -2.66340 1.85806 -3.15336
S 2.10530 -0.55692 2.39675
H 0.40780 7.02386 -0.87090
H -3.27935 1.39906 -3.93224
H -3.05730 1.56942 -2.18094
S -1.75462 0.95488 2.37333
S -0.07478 -2.69134 0.93193
C -0.37937 2.61019 -4.90927
C 3.89871 1.75481 -4.81228
Se -3.28066 -4.21690 -3.75158
H 1.54196 5.06659 -1.80403
C 4.92531 -0.35429 -1.19367
C -0.27810 0.84305 3.48444
C 4.87542 2.65053 -4.40185
H -0.36093 1.69259 4.16495
H -2.60657 -3.37411 3.17345
C 2.70686 1.65979 -4.10766
Ge -0.81095 1.27975 -3.47101
H -1.28362 2.73767 -5.50963
H 0.49406 -1.72179 3.77653
H 4.06942 1.11810 -5.67260
H -0.37404 -0.04990 4.10143
H 0.43498 2.29134 -5.55841
C 1.40308 -2.00075 3.24655
H 1.98862 -1.61642 -1.02558
Sb -3.92275 -1.69631 -2.88754
C 5.33321 1.59395 0.12650
H 2.14639 -2.32525 3.98080
H 5.41705 4.11800 -2.93377
H 3.33119 3.91869 -1.68254
Se -5.65309 -3.72992 -4.34416
C 2.44914 2.45142 -2.98681
C -3.27170 -2.88458 2.47064
H 2.46375 3.32065 0.64076
```

As for the net charge: -2. The calculation puts the LUMO energy (alpha / beta) at 3.988 / 3.670 eV. The gap between HOMO and LUMO (alpha / beta) comes out at 6.246 / 6.108 eV. Its HOMO energy (alpha / beta) is -2.3 / -2.4 eV. As for the total energy: -446720.88116 eV. As for the multiplicity: 2.

Formula: C29H40N3O2
Source: the Open Molecules 2025 dataset
Level of theory: ωB97M-V/def2-TZVPD

Structure (XYZ):
```
74
C29H40N3O2 (ωB97M-V/def2-TZVPD)
H -4.09913 1.89233 -1.40165
C -5.81172 -2.39590 4.89999
C 4.27521 4.55691 -0.53487
N -3.06376 -1.76062 0.57556
C -5.71520 -0.81204 3.07858
H 1.84430 -7.73810 -0.99989
C 1.06457 -4.43010 -0.89314
H 7.12461 5.93763 -2.77145
C 2.09254 -3.93229 -1.69332
C 1.84539 2.06624 -1.52355
O 6.09275 -0.10306 -0.23352
H -5.35261 -3.19216 5.48057
C -3.19770 1.79616 -0.63981
C 4.75155 -0.08524 0.00186
H 0.17194 0.49612 -1.18340
C 3.02631 -4.80559 -2.25184
H -1.81434 -0.57844 -2.25172
C 4.12236 -1.40923 0.73543
H -0.22555 1.64538 -2.63278
H 2.62519 -0.14298 -1.46944
C 4.36457 5.92590 -0.78514
C 1.91212 -6.67179 -1.19679
C 2.93468 -6.17503 -2.00459
H -1.92164 2.98606 -2.26038
H 3.66150 -6.85562 -2.44126
H 3.47593 4.16970 0.09159
C -7.67083 -0.90773 4.49406
H 3.82461 -4.41837 -2.87945
H 0.17593 -6.18630 -0.01641
H 2.98764 -1.60501 0.52702
C 0.23303 1.62480 -1.55650
H -3.55481 2.17182 0.43480
H 4.70209 -2.36195 0.32067
C 2.63502 0.83289 -0.78575
H 0.33289 -3.75044 -0.46350
C -2.88016 -0.52043 -1.76139
H -3.81694 -0.29473 -2.43099
C -2.66496 -0.29859 0.79739
C 5.21212 3.68421 -1.08879
N -2.36273 0.37097 1.96346
H 5.46582 7.49118 -1.77465
H -2.30129 -2.78456 -1.37402
C -6.98484 -0.34538 3.41790
H 3.63289 6.60556 -0.35550
C -2.03762 2.91059 -1.09773
H -2.37188 3.94905 -0.63001
H -5.18172 -0.37531 2.23847
H -0.71330 1.90408 0.55775
C 6.23468 4.18097 -1.89659
H 2.05163 0.57748 0.22336
H 2.25065 2.25492 -2.61072
H -4.07468 -2.42462 -1.14645
C -3.01922 -1.94665 -0.93556
H -3.05669 0.73793 2.65761
H -4.14192 -2.20640 3.55172
H -7.44039 0.45680 2.84246
H -8.66221 -0.54770 4.75470
H 2.16582 -2.86482 -1.88265
H 2.02926 3.05728 -0.91803
H -7.61561 -2.36764 6.07804
H 6.96150 3.50038 -2.33326
H 5.14430 2.61790 -0.89189
C 6.32631 5.55041 -2.14384
C 0.97521 -5.79909 -0.64287
H 4.26270 -1.43875 1.90595
H -3.95865 -2.06742 1.05515
H 0.03015 3.50321 -0.16464
O 4.02467 1.12902 -0.39968
C -5.12957 -1.83995 3.81814
C -7.08288 -1.93178 5.23693
N -2.61174 0.39540 -0.55884
C -0.57390 2.52297 -0.44163
H -1.32673 0.44579 2.19610
C 5.39254 6.42371 -1.58532
```

Its energy relative to the best compared isomer or geometry (same formula, charge and spin) is 193.4 kcal per mole. As for the net charge: +1. The calculation puts the LUMO energy at -5.040 eV. The gap between HOMO and LUMO comes out at 5.460 eV. Its HOMO energy is -10.5 eV. As for the total energy: -39272.71928 eV.

Formula: C29H40O27
Source: the Open Molecules 2025 dataset
Level of theory: ωB97M-V/def2-TZVPD

Structure (XYZ):
```
96
C29H40O27 (ωB97M-V/def2-TZVPD)
H -2.45931 2.18981 4.49619
C 1.56630 0.90938 -0.01942
C -0.34807 2.37138 3.87635
H -1.93630 3.80472 3.99574
C -1.61064 -3.32766 -1.93347
H 3.16942 7.10854 -3.00282
H -2.97698 -0.70831 -0.85226
C 2.63847 -5.27202 -2.94245
H -4.24253 1.21706 0.01493
C -0.90061 -5.44745 -2.52183
H 2.23718 -1.16608 -0.40442
H 0.84108 -0.67365 -1.36788
H -1.72369 5.10728 -2.24288
C 1.35482 -0.51713 -0.41716
O -4.71932 1.76686 -1.92743
O 2.15743 5.96414 -1.64652
C -1.08783 -4.44995 2.69007
O 0.32937 2.66577 7.24549
H 4.28151 -3.76183 -2.80500
O 0.78458 -1.62950 -3.83576
H -0.55825 2.56962 -0.88541
H -1.90810 -2.98998 -0.94401
H 4.17863 -3.04786 -5.22641
H -1.79849 3.47848 -3.03058
H -1.17898 -2.51337 -2.50631
H 0.66890 -0.06002 5.17338
H -0.23411 4.28976 -2.69509
C -2.74335 -4.11275 -2.75358
C 3.35374 -3.63742 -4.83793
O 1.50536 -0.46867 3.41132
O -1.16573 -0.07369 1.82669
H 2.52630 -1.63708 6.21549
H -4.22793 -0.96536 -2.09447
C -2.83791 -5.07771 1.30840
O 3.26626 -1.47135 4.37493
O -0.12736 -6.34918 -2.66325
C -2.44883 3.43450 0.93077
O 4.07435 5.28804 -0.85547
H -5.63590 0.42187 -0.66428
C -4.60592 0.76410 -0.88172
H 0.15125 -1.58055 4.36016
H -0.40784 1.46503 3.31775
O -1.97332 -5.49118 2.22797
C 2.12837 -1.79735 5.23048
C -3.64743 -0.21984 -1.56226
O 2.50862 -2.83898 -2.85753
H -1.12212 -2.43931 1.83309
H -3.67049 -4.30771 -2.22987
H -0.09642 -4.88591 2.88891
O -1.41355 4.22261 1.25319
O -0.64577 -4.33567 -1.76139
O 3.35778 -0.95453 2.15840
O -3.46766 2.45349 -3.64797
C 2.77042 -0.93573 3.19260
C 1.77044 -2.39588 -3.86455
O -2.13409 -5.37477 -3.04048
C -0.56443 4.43746 0.17408
C 3.01575 7.03295 -1.92277
H 2.40751 1.09279 0.62657
H 4.47695 7.25235 -0.26359
C -1.25335 4.11605 -2.33343
H 2.08789 -2.87694 5.14334
O -1.24332 3.26804 5.80142
O -2.45688 3.18444 -0.37560
H 1.60578 1.64837 -0.80011
H 0.19857 3.16257 3.36805
C -1.11463 3.49743 -0.91684
H -0.59829 5.47017 -0.15112
C 2.80441 4.94949 -1.14205
H 2.32134 -5.29541 -1.91888
C 3.34272 -3.94400 -3.33252
C -0.11099 2.66118 6.13636
H 3.26095 -4.54829 -5.41769
C -1.64050 2.89793 4.48131
H 5.14997 6.72151 -1.88936
O 0.37361 1.21785 0.68495
O 0.42951 2.05671 5.06989
O -3.20641 3.02222 1.78442
H 2.52862 7.92307 -1.53785
O 2.19653 -2.83916 -5.08268
C -3.69699 1.68651 -2.77323
O -3.72864 -5.65733 0.80866
O -2.94809 0.57664 -2.50183
H 1.72479 -5.35704 -3.54184
H 0.46928 4.23357 0.48378
H 3.27225 -6.13161 -3.09332
H -0.53876 -3.69144 0.66966
O 0.46154 -0.97994 0.60329
O -2.49979 -3.79315 1.02000
C -0.16985 0.06420 1.07940
C 0.97944 -0.96636 4.67489
H -1.48128 -4.06168 3.62152
C 4.32604 6.62914 -1.16878
C -1.17617 -3.48247 1.55096
O 2.30977 3.86821 -0.99360
H -2.88062 -3.62301 -3.72597
```

Its energy relative to the best compared isomer or geometry (same formula, charge and spin) is 0.0 kcal per mole. As for the net charge: 0. The calculation puts the LUMO energy at 0.120 eV. The gap between HOMO and LUMO comes out at 10.786 eV. The SMILES is C[C@H]1COC(=O)O1.C[C@H]1COC(=O)O1.O=C1OCCO1.O=C1OCCO1.O=C1OCCO1.O=C1OCCO1.O=C1OCCO1.O=C1OCCO1.O=C1OCCO1. Its HOMO energy is -10.7 eV. As for the total energy: -86004.86246 eV.

Formula: C29H41AlBrF10IMg2NO16P2
Source: the Open Molecules 2025 dataset
Level of theory: ωB97M-V/def2-TZVPD

Structure (XYZ):
```
104
C29H41AlBrF10IMg2NO16P2 (ωB97M-V/def2-TZVPD)
Mg 8.96024 -0.69210 -5.84410
F 1.16286 -0.17340 -4.71414
Mg -3.47175 -3.37719 2.51731
C -0.80862 -3.92639 -1.56646
H -6.13487 -4.39458 3.01312
F 8.01968 -2.15938 -0.77615
H -6.37791 -0.34498 1.90849
I 0.77602 -3.39817 1.01328
H -5.07672 8.09664 1.05776
H -0.26592 2.07318 2.23976
H -0.96710 3.26245 0.38371
O -3.25477 -8.51933 1.47023
O -7.92299 3.35987 1.30067
H -0.74574 -5.02179 -1.69727
O -5.23289 -7.03571 1.60276
H -3.13554 8.35770 2.43053
C -7.55380 2.24698 1.73706
C 1.04540 -2.11216 -1.85851
C -4.76816 7.18320 1.57221
C 2.76622 1.56133 -0.47217
C -0.81781 -0.64893 -3.34681
H 0.96797 2.29990 -1.29025
H -1.55831 -3.77880 -0.77328
O -2.46864 6.97662 1.04074
H 2.07897 -1.88548 -1.52079
H -1.13739 -1.34243 -0.93461
H -0.49410 -0.82638 4.59708
C 1.34422 2.12658 -0.26793
H 11.12656 -0.62857 -3.20307
H 1.00885 0.14269 -2.18948
F 6.13061 -3.29198 -3.53132
O 4.50417 -0.50127 -0.00315
H -4.59106 5.09210 1.08494
C 10.43314 -0.66139 -2.35609
F 11.00039 -0.04485 -1.30229
O 8.44267 -0.60191 -3.78998
H 0.44071 -0.89978 2.28260
C 0.49824 1.31595 1.98763
C -6.20118 -1.40521 1.87284
F 8.29574 -3.26635 -3.39044
H -3.28526 7.05343 -0.84375
H -3.16842 6.65892 2.94632
F 7.05277 -4.07798 -1.09199
H -5.49685 6.97071 2.35418
H 2.73402 0.70164 -1.15407
H -5.29424 -4.35585 0.63359
C 7.17426 -2.63985 -2.95825
C -5.62227 -3.46819 1.16169
H 1.38934 -0.00129 3.46116
C 3.89042 0.01109 0.84375
F 10.23011 -1.94846 -2.01969
C 0.61745 -3.42104 -1.14151
H -1.12011 -3.48518 -2.52377
H 6.51334 -0.54320 -2.94337
C 0.45588 0.04180 2.87093
H 6.68169 -1.27692 -4.50021
F 9.36889 1.28670 -3.11815
P -3.71025 -7.07658 1.63665
O -7.26385 2.00243 2.90017
H -1.66973 -0.38856 3.36466
O -3.19427 -6.19511 0.49505
H 1.47362 1.79458 2.18231
O -1.35559 2.71690 -0.31922
N -6.07616 -3.54556 2.46463
C -6.43493 -2.29271 2.89647
H 1.14116 -2.36146 -2.93150
O -4.04610 0.75667 2.08056
H -5.39875 -1.75694 -0.18989
H 1.41730 3.07126 0.30060
O -7.52717 1.42377 0.79379
H -6.81903 -2.14117 3.89203
C 7.15704 -1.20804 -3.51733
Al -1.26486 0.02115 6.69099
H -2.70592 5.45236 -0.34417
H -1.81762 -0.19423 -3.27116
H -0.90652 -1.66880 -3.75304
Br -1.03764 1.63983 4.88000
C -3.35329 7.33906 2.10633
C -0.03844 0.28853 -4.24617
H -5.37861 6.02465 -0.19510
C -3.11349 1.29907 1.65639
C -0.74218 -0.03610 3.84484
C -1.07039 1.36992 -0.01654
H 6.06255 -2.35583 -1.11117
C -2.18212 0.53860 0.70620
C -4.59988 6.05537 0.56602
C 9.11200 0.03010 -2.70997
H -1.67575 -0.27752 1.24870
O -0.39269 1.33899 -4.51924
O -1.10353 0.79995 -1.32280
O -3.18460 -6.49194 2.95875
H -2.80908 0.08291 -0.07333
H 1.30819 -4.21053 -1.48458
C -5.68751 -2.14506 0.77386
F 8.28853 0.13257 -1.66778
H 3.34797 2.33752 -1.00531
P -0.06501 -0.60175 -1.54812
H 3.69995 -0.53934 1.78888
C 7.01873 -2.77240 -1.44494
F -2.92673 2.58369 2.00657
O 3.41592 1.26892 0.78711
C 0.42675 1.06637 0.43838
C -3.22382 6.35140 -0.00611
O 0.76742 -0.18996 -0.04379
```

As for the net charge: +1. The calculation puts the LUMO energy at -7.325 eV. The gap between HOMO and LUMO comes out at 0.903 eV. Its HOMO energy is -8.2 eV. As for the total energy: -206348.37481 eV.

Formula: C29H41AlN9S
Source: the Open Molecules 2025 dataset
Level of theory: ωB97M-V/def2-TZVPD

Structure (XYZ):
```
81
C29H41AlN9S (ωB97M-V/def2-TZVPD)
H -2.55797 -4.07649 0.84924
C -3.62451 -5.96107 -0.55422
C -0.36806 0.19546 5.78740
H 3.65283 -2.25128 1.82222
C 0.61921 3.75087 -0.52756
N -1.39040 -2.54336 -1.73589
C -0.98536 2.45299 -3.01318
C -1.54932 -3.01865 -4.10305
C -2.86595 -4.78247 -1.05049
Al 0.02945 0.05628 0.50874
N 2.96567 -1.68324 -0.05603
H -0.46994 -2.93053 -4.23416
C -2.60695 -4.50430 -2.36890
S -1.12024 -1.84931 0.86172
H 0.90677 1.49187 8.63052
H -1.93834 -3.75471 -4.80008
N -0.61536 1.58271 -0.31956
N -2.89601 1.87262 0.02160
N 3.18748 -0.44323 -1.99815
C -0.21356 0.44542 7.13356
C 2.53982 0.31365 -3.06739
H -1.92489 2.28632 1.84007
H 1.89916 -2.07041 1.74591
N -2.37881 -3.90834 -0.13416
C 3.31681 -2.98831 -0.62291
H -3.35603 4.06610 -1.23269
H -0.87765 -0.02338 7.84740
H -3.74136 3.34635 -2.81178
N 0.24418 0.39302 2.36528
H 2.72096 -0.20300 -4.00947
H -3.94305 -6.59195 -1.37868
H 1.46848 0.36704 -2.89487
H 3.96974 4.21165 -0.70586
C -2.93856 3.70794 -2.16959
H 5.09044 -0.05011 -2.74903
C 1.51930 1.68127 5.31644
H -4.50944 -5.64666 0.00392
H -1.14431 -0.46661 5.42571
H -2.45130 4.54402 -2.67126
H 2.94445 1.32398 -3.14052
H -0.44732 1.52108 -2.86215
H -1.55062 2.38554 -3.94206
C 2.61098 -0.63470 -0.81187
C 1.78210 1.63687 -0.53359
H -4.62464 0.71299 -0.06795
H 2.95649 -0.63404 1.76617
C -4.22606 1.61309 -0.53812
H 1.84857 5.49640 -0.64928
H 2.43197 2.58067 7.02123
H 4.55894 -1.71285 -3.01308
C -1.65756 -2.81562 -0.48601
C 2.99649 2.31102 -0.58839
H 4.34264 -3.26475 -0.38046
C 0.50355 0.81684 4.87819
H -0.30255 4.31830 -0.45841
H 3.92853 1.75617 -0.56647
C 1.65526 1.91586 6.66783
N 1.65374 0.21085 -0.36025
H 2.64861 -3.73987 -0.19948
H -2.74895 0.70504 1.79392
N -1.92571 2.67567 -1.91795
H -3.68403 2.19882 1.91840
C 3.02044 3.69447 -0.65390
C 1.83114 4.41490 -0.62209
C 4.55358 -0.88702 -2.30192
H -0.27042 3.27256 -3.09759
H 2.17681 2.15216 4.59654
C 0.58501 2.36106 -0.50677
H -4.16212 1.44355 -1.60839
C -1.81211 2.05077 -0.74544
C -2.79681 1.75009 1.47444
C -1.86125 -3.37036 -2.69249
H -4.91430 2.43480 -0.33941
C 0.79350 1.30118 7.57118
H 3.18854 -2.98425 -1.70073
H -3.00526 -6.55747 0.11998
C 0.35371 0.56878 3.49756
H -2.97858 -5.16413 -3.14030
H 5.07102 -1.18257 -1.39435
H -1.97900 -2.04270 -4.33713
C 2.84826 -1.65133 1.40035
```

As for the net charge: +3. The calculation puts the LUMO energy at -8.041 eV. The gap between HOMO and LUMO comes out at 7.724 eV. Its HOMO energy is -15.8 eV. As for the total energy: -61563.54369 eV.

- Which value of net charge does entry 4 give?
  +1

- Among the records above, which one has the lowest net charge?
  C29H40Ge2NS3SbSe4Y